ORCA calculation (wB97M-V/def2-TZVPD) on a cluster of 2 separate species, CH2ClFS in total at a distorted geometry.

Last column: natural (NBO) charge in e.
Element x y z (Å)
1 C -1.274 0.247 -0.214  0.225
2 F -1.161 1.313 0.550  -0.296
3 S 0.937 -1.191 0.247  -0.375
4 Cl -2.555 -0.765 0.028  0.102
5 H -1.111 0.408 -1.345  0.204
6 H 2.123 -0.665 -0.381  0.140

## Properties
- HOMO energy (spin up / spin down) (eV) = -9.182 / -8.979
- spin multiplicity = 1
- HOMO-LUMO gap (spin up / spin down) (hartree) = 0.30054 / 0.27173
- LUMO (spin up / spin down) (Ha) = -0.0369 / -0.0582
- ΔE to the lowest compared entry with this formula, charge and spin (kcal/mol) = 55.74
- charge = 0
- largest force on an atom (hartree/bohr) = 0.07607

***

ORCA calculation (wB97M-V/def2-TZVPD) on a structure of composition C36H40BMnN8O2S2 at a distorted geometry.

Last column: Löwdin spin population.
Element x y z (Å)
1 Mn -0.037 0.532 -0.067  4.024
2 C 0.165 3.915 -3.456  0.000
3 C -0.639 3.559 -2.205  0.002
4 C -1.828 4.498 -2.019  0.001
5 C 0.256 3.574 -1.005  0.008
6 C 0.938 4.670 -0.470  0.002
7 C 1.684 4.157 0.568  0.007
8 N 1.452 2.845 0.656  0.003
9 N 0.566 2.481 -0.299  -0.014
10 B 2.192 1.761 1.489  0.003
11 N 1.215 1.094 2.457  0.006
12 C 1.310 1.064 3.788  0.010
13 C 0.267 0.320 4.281  0.004
14 C -0.448 -0.113 3.162  0.013
15 N 0.142 0.361 2.045  0.044
16 C -1.662 -0.996 3.268  0.001
17 C -1.337 -2.403 2.824  0.000
18 C -2.907 -0.455 2.574  0.000
19 N 2.769 0.763 0.465  0.005
20 C 4.050 0.454 0.259  0.009
21 C 4.128 -0.378 -0.835  0.002
22 C 2.809 -0.555 -1.255  0.009
23 N 1.989 0.131 -0.455  0.016
24 C 2.407 -1.303 -2.500  0.001
25 C 1.454 -2.475 -2.309  0.001
26 C 1.854 -0.329 -3.541  0.003
27 H -0.475 3.889 -4.338  0.000
28 H 0.989 3.218 -3.611  0.000
29 H 0.585 4.919 -3.377  0.000
30 H -1.019 2.541 -2.320  0.001
31 H -1.500 5.539 -2.007  0.000
32 H -2.350 4.296 -1.086  0.000
33 H -2.537 4.379 -2.837  0.000
34 H 0.903 5.688 -0.808  0.000
35 H 2.376 4.627 1.242  0.000
36 H 3.073 2.277 2.108  0.000
37 H 2.112 1.580 4.283  0.001
38 H 0.047 0.093 5.307  0.000
39 H -1.880 -1.033 4.342  0.000
40 H -0.980 -2.433 1.805  0.000
41 H -2.218 -3.043 2.903  0.000
42 H -0.540 -2.844 3.416  0.000
43 H -2.802 -0.461 1.488  0.000
44 H -3.140 0.565 2.878  0.000
45 H -3.758 -1.088 2.824  0.000
46 H 4.812 0.860 0.898  0.001
47 H 5.007 -0.806 -1.278  0.000
48 H 3.353 -1.706 -2.877  0.000
49 H 0.425 -2.158 -2.450  0.000
50 H 1.554 -2.914 -1.332  0.000
51 H 1.650 -3.246 -3.054  0.000
52 H 0.953 0.167 -3.163  0.003
53 H 1.582 -0.858 -4.455  0.000
54 H 2.577 0.446 -3.794  0.000
55 N -1.461 -2.380 -0.744  0.020
56 C -0.923 -1.367 -0.572  0.003
57 H -1.872 -3.312 -0.707  0.000
58 O -0.825 -6.483 0.925  0.000
59 S -0.341 -5.314 0.250  0.000
60 O -1.253 -4.671 -0.694  0.001
61 N 0.218 -4.204 1.266  0.000
62 C 1.466 -3.872 1.030  0.000
63 S 2.280 -2.570 1.671  0.001
64 C 2.108 -4.738 -0.032  0.000
65 C 3.413 -4.721 -0.501  0.000
66 C 3.769 -5.637 -1.477  0.000
67 C 2.842 -6.552 -1.979  0.000
68 C 1.531 -6.559 -1.520  0.000
69 C 1.200 -5.635 -0.551  0.000
70 H 4.114 -4.005 -0.091  0.000
71 H 4.783 -5.651 -1.854  0.000
72 H 3.150 -7.266 -2.730  0.000
73 H 0.804 -7.259 -1.903  0.000
74 C -3.757 3.873 2.643  -0.005
75 C -2.382 3.596 2.744  0.008
76 C -1.762 2.789 1.834  -0.006
77 C -2.483 2.205 0.760  -0.015
78 C -1.924 1.301 -0.204  -0.198
79 C -2.665 0.917 -1.298  0.011
80 C -4.003 1.352 -1.468  -0.011
81 C -4.587 2.117 -0.507  0.029
82 C -3.851 2.554 0.620  -0.009
83 C -4.470 3.373 1.597  0.004
84 H -4.241 4.492 3.387  0.000
85 H -1.805 4.027 3.552  0.001
86 H -0.709 2.606 1.937  0.000
87 H -2.254 0.259 -2.055  0.001
88 H -4.554 1.046 -2.347  -0.002
89 H -5.624 2.416 -0.592  0.001
90 H -5.521 3.603 1.482  0.000

## Properties
- HOMO energy (spin up / spin down) (eV) = -7.422 / -7.420
- spin multiplicity = 5
- HOMO-LUMO gap (spin up / spin down) (hartree) = 0.23540 / 0.25045
- LUMO (spin up / spin down) (Ha) = -0.0374 / -0.0222
- ΔE to the lowest compared entry with this formula, charge and spin (kcal/mol) = 0.00
- charge = 0
- largest force on an atom (hartree/bohr) = 0.08027

***

ORCA calculation (wB97M-V/def2-TZVPD) on a structure of composition C46H39FFeI2N6O9PS.

Last column: Löwdin spin population.
Element x y z (Å)
1 Fe -0.401 -0.446 0.956  4.288
2 I -0.350 -4.767 -0.742  0.004
3 C -2.035 -3.661 -1.244  0.022
4 C -3.019 -4.257 -2.055  -0.002
5 C -4.130 -3.565 -2.437  0.017
6 I -5.514 -4.521 -3.679  0.003
7 C -4.326 -2.230 -1.998  0.000
8 C -5.442 -1.433 -2.341  0.003
9 C -5.538 -0.156 -1.872  -0.003
10 C -4.520 0.326 -1.028  0.004
11 N -3.475 -0.378 -0.682  -0.002
12 C -3.345 -1.638 -1.164  0.007
13 C -2.142 -2.356 -0.798  0.012
14 O -1.196 -1.771 -0.125  0.151
15 H -2.871 -5.276 -2.383  0.000
16 H -6.212 -1.848 -2.976  0.000
17 H -6.379 0.475 -2.124  0.000
18 H -4.584 1.332 -0.621  0.000
19 F 4.560 -6.499 1.762  0.000
20 C 4.690 -5.187 1.995  0.000
21 C 3.660 -4.453 2.418  0.000
22 N 3.772 -3.106 2.680  0.001
23 C 2.581 -2.354 3.024  0.004
24 C 1.613 -2.264 1.848  0.013
25 O 1.925 -2.689 0.756  0.013
26 O 0.493 -1.686 2.169  0.122
27 C 4.937 -2.420 2.417  0.000
28 O 5.056 -1.218 2.541  0.000
29 N 5.987 -3.219 2.004  0.000
30 C 5.994 -4.589 1.749  0.000
31 O 6.988 -5.161 1.369  0.000
32 H 2.683 -4.890 2.571  0.000
33 H 2.888 -1.340 3.276  0.000
34 H 2.093 -2.789 3.896  0.000
35 H 6.854 -2.730 1.831  0.000
36 C -2.803 -1.451 2.419  0.003
37 C -3.981 -1.295 3.410  0.003
38 N -3.845 -0.067 4.188  0.000
39 C -2.552 -0.092 4.867  0.004
40 C -1.389 -0.123 3.847  0.005
41 N -1.942 -0.237 2.468  0.087
42 C -2.786 0.955 2.195  0.006
43 C -3.883 1.074 3.280  0.004
44 H -3.160 -1.566 1.402  0.000
45 H -2.164 -2.303 2.656  0.000
46 H -4.025 -2.140 4.099  0.000
47 H -4.931 -1.257 2.874  0.000
48 H -2.529 -0.971 5.513  0.000
49 H -2.474 0.789 5.506  0.000
50 H -0.723 -0.968 4.001  0.000
51 H -0.792 0.783 3.897  0.000
52 H -3.196 0.832 1.193  0.000
53 H -2.139 1.829 2.185  0.000
54 H -4.873 1.119 2.822  0.000
55 H -3.749 1.982 3.870  0.000
56 O 1.626 0.141 0.576  0.083
57 C 1.626 1.209 1.245  0.008
58 N 0.508 1.507 1.899  0.043
59 S 0.220 2.982 2.586  0.005
60 O 0.461 2.848 4.014  0.002
61 O 1.455 3.900 1.953  0.005
62 C 2.697 3.369 1.719  0.001
63 C 3.802 4.198 1.813  0.000
64 C 5.044 3.690 1.472  0.000
65 C 5.188 2.370 1.050  0.000
66 C 4.078 1.550 0.967  0.001
67 C 2.823 2.051 1.303  0.002
68 H 3.672 5.220 2.141  0.000
69 H 5.915 4.329 1.543  0.000
70 H 6.166 1.981 0.804  0.000
71 H 4.162 0.514 0.670  0.000
72 O -0.711 0.823 -0.610  0.062
73 P -0.121 1.226 -1.939  0.011
74 C 0.779 2.771 -1.737  0.001
75 C 0.089 3.850 -1.180  0.000
76 C 0.740 5.051 -0.958  0.000
77 C 2.089 5.174 -1.264  0.000
78 C 2.787 4.097 -1.787  0.000
79 C 2.135 2.896 -2.030  0.000
80 C 0.948 0.024 -2.742  0.001
81 C 1.307 -1.185 -2.158  -0.001
82 C 2.103 -2.080 -2.862  0.000
83 C 2.537 -1.774 -4.141  0.000
84 C 2.167 -0.572 -4.736  0.000
85 C 1.369 0.320 -4.043  0.000
86 C -1.448 1.479 -3.128  0.002
87 C -2.091 0.325 -3.582  0.001
88 C -3.154 0.419 -4.461  0.000
89 C -3.578 1.669 -4.901  0.001
90 C -2.933 2.816 -4.467  0.000
91 C -1.866 2.724 -3.581  0.001
92 H -0.954 3.741 -0.905  0.000
93 H 0.203 5.882 -0.521  0.000
94 H 2.602 6.109 -1.075  0.000
95 H 3.846 4.183 -1.994  0.000
96 H 2.686 2.054 -2.423  0.000
97 H 0.990 -1.458 -1.165  -0.001
98 H 2.376 -3.015 -2.390  0.000
99 H 3.158 -2.475 -4.684  0.000
100 H 2.494 -0.337 -5.740  0.000
101 H 1.065 1.247 -4.517  0.000
102 H -1.749 -0.649 -3.251  0.000
103 H -3.649 -0.480 -4.806  0.000
104 H -4.408 1.744 -5.591  0.000
105 H -3.255 3.787 -4.819  0.000
106 H -1.360 3.625 -3.254  0.000

## Properties
- HOMO energy (spin up / spin down) (eV) = -7.874 / -7.875
- spin multiplicity = 6
- HOMO-LUMO gap (spin up / spin down) (hartree) = 0.28914 / 0.24949
- LUMO (spin up / spin down) (Ha) = -0.0002 / -0.0399
- ΔE to the lowest compared entry with this formula, charge and spin (kcal/mol) = 4.86
- charge = 0
- largest force on an atom (hartree/bohr) = 0.00931

***

ORCA calculation (wB97M-V/def2-TZVPD) on a structure of composition C40H45AsIrO4P2S2.

Last column: Löwdin spin population.
Element x y z (Å)
1 Ir -0.551 0.203 0.684  0.650
2 C 0.095 6.209 1.418  0.000
3 C -0.387 5.152 2.382  0.001
4 O 0.137 3.894 1.927  0.001
5 P -0.061 2.518 2.673  0.015
6 S 1.322 1.252 2.016  0.043
7 S -1.845 1.684 2.331  0.117
8 O 0.129 3.005 4.185  0.007
9 C 0.406 2.113 5.275  0.001
10 C 1.218 2.865 6.302  0.000
11 H -0.285 7.186 1.719  0.000
12 H -0.253 5.989 0.409  0.000
13 H 1.184 6.245 1.407  0.000
14 H -1.479 5.094 2.392  0.001
15 H -0.037 5.336 3.397  0.000
16 H 0.953 1.249 4.897  0.000
17 H -0.548 1.776 5.687  0.000
18 H 2.144 3.230 5.858  0.000
19 H 1.469 2.201 7.131  0.000
20 H 0.660 3.714 6.696  0.000
21 O 0.253 2.643 -0.734  0.013
22 C -0.611 1.807 -0.569  0.023
23 C -1.942 2.042 -1.281  0.001
24 C -2.292 3.280 -1.803  0.000
25 C -3.512 3.437 -2.441  0.000
26 C -4.376 2.352 -2.582  0.000
27 C -4.019 1.108 -2.083  -0.001
28 C -2.808 0.967 -1.417  -0.001
29 P -2.053 -0.562 -0.792  0.028
30 C -1.441 -1.271 -2.354  0.014
31 C -0.183 -0.838 -2.763  0.016
32 C 0.294 -1.163 -4.025  0.001
33 C -0.477 -1.937 -4.879  0.001
34 C -1.736 -2.365 -4.478  0.001
35 C -2.226 -2.020 -3.227  0.002
36 C -3.407 -1.634 -0.230  -0.001
37 C -3.361 -3.020 -0.355  -0.001
38 C -4.354 -3.807 0.213  0.000
39 C -5.394 -3.217 0.915  -0.001
40 C -5.433 -1.837 1.064  0.000
41 C -4.441 -1.050 0.502  -0.001
42 H -1.596 4.103 -1.693  0.000
43 H -3.798 4.405 -2.834  0.000
44 H -5.326 2.480 -3.085  0.000
45 H -4.683 0.259 -2.203  0.000
46 H 0.419 -0.227 -2.101  0.014
47 H 1.269 -0.807 -4.336  0.000
48 H -0.105 -2.200 -5.861  0.000
49 H -2.349 -2.955 -5.148  0.000
50 H -3.224 -2.330 -2.945  0.000
51 H -2.539 -3.491 -0.877  0.000
52 H -4.310 -4.884 0.109  0.000
53 H -6.169 -3.832 1.355  0.000
54 H -6.234 -1.373 1.625  0.000
55 H -4.462 0.026 0.634  0.000
56 C 4.605 -0.059 -0.419  0.000
57 C 3.584 0.549 -1.348  0.000
58 O 2.398 0.429 -1.134  0.017
59 C 4.033 1.317 -2.550  0.000
60 C 3.111 2.174 -3.148  0.000
61 C 3.468 2.886 -4.281  0.000
62 C 4.738 2.735 -4.827  0.000
63 C 5.657 1.883 -4.233  0.000
64 C 5.308 1.181 -3.088  0.000
65 H 4.138 -0.205 0.553  0.000
66 H 5.494 0.561 -0.320  0.000
67 H 4.908 -1.035 -0.807  0.000
68 H 2.131 2.279 -2.697  0.000
69 H 2.758 3.562 -4.739  0.000
70 H 5.012 3.288 -5.716  0.000
71 H 6.645 1.767 -4.659  0.000
72 H 6.029 0.521 -2.622  0.000
73 C -1.324 -3.402 2.285  -0.001
74 As -0.327 -1.729 2.324  0.015
75 C -0.663 -1.256 4.187  0.002
76 C 1.492 -2.476 2.429  0.002
77 C 1.761 -3.401 1.280  0.001
78 C 1.798 -4.778 1.487  0.000
79 C 2.004 -5.654 0.432  0.001
80 C 2.185 -5.162 -0.852  0.000
81 C 2.161 -3.791 -1.068  0.001
82 C 1.944 -2.915 -0.013  0.008
83 H -1.047 -3.988 3.161  0.000
84 H -1.087 -3.966 1.383  0.000
85 H -2.394 -3.193 2.306  0.000
86 H 0.263 -1.292 4.759  0.000
87 H -1.376 -1.962 4.612  0.000
88 H -1.086 -0.256 4.222  0.000
89 H 1.578 -3.016 3.373  0.000
90 H 2.178 -1.627 2.454  0.000
91 H 1.664 -5.168 2.490  0.000
92 H 2.030 -6.721 0.615  0.000
93 H 2.349 -5.841 -1.678  0.000
94 H 2.303 -3.398 -2.064  0.000
95 H 1.934 -1.843 -0.194  0.010

## Properties
- HOMO energy (spin up / spin down) (eV) = -6.636 / -7.402
- spin multiplicity = 2
- HOMO-LUMO gap (spin up / spin down) (hartree) = 0.26790 / 0.27667
- LUMO (spin up / spin down) (Ha) = 0.0240 / 0.0046
- ΔE to the lowest compared entry with this formula, charge and spin (kcal/mol) = 0.00
- charge = 0
- largest force on an atom (hartree/bohr) = 0.00835